C74H156N8O10 | ωB97M-V/def2-TZVPD

Last column: Mulliken charge in e.
Atoms and positions in Å:
O  -1.720  0.897  -1.186  -1.0567
C  -0.995  0.217  -0.156  2.1780
C  0.513  0.701  0.362  1.6204
O  0.838  2.055  0.128  -0.6899
H  -0.868  -0.827  -0.445  -0.6984
H  -1.594  0.196  0.754  -1.4027
H  1.241  0.054  -0.128  -1.0849
H  0.725  0.462  1.404  -0.1656
C  -6.308  -4.354  -0.873  -2.3823
C  -6.381  -3.873  0.590  2.3096
C  -6.089  -5.065  1.511  -1.6502
C  -5.640  -4.662  2.940  -0.8900
C  -4.566  -3.584  2.951  -0.6836
C  -4.873  -2.294  2.065  1.8617
N  -5.337  -2.765  0.697  0.7350
O  -5.501  -1.675  -0.138  -0.3563
C  -5.890  -1.425  2.944  -1.4497
C  -3.523  -1.636  1.945  -2.0391
C  -7.801  -3.348  0.867  -1.6851
H  -5.395  -4.938  -0.983  0.3064
H  -6.400  -3.580  -1.635  0.5226
H  -7.102  -5.052  -1.136  0.5974
H  -7.019  -5.582  1.747  0.2978
H  -5.435  -5.883  1.209  0.4950
H  -5.257  -5.581  3.384  0.3753
H  -6.519  -4.440  3.547  0.3972
H  -3.577  -4.001  2.762  -0.2584
H  -4.619  -3.324  4.008  0.4372
H  -5.376  -0.627  3.479  0.2436
H  -6.584  -0.903  2.285  0.2773
H  -6.416  -2.042  3.673  0.2994
H  -3.594  -0.689  1.409  0.8182
H  -3.062  -1.524  2.926  0.5474
H  -2.838  -2.302  1.422  -0.3543
H  -8.506  -3.722  0.125  0.5024
H  -7.780  -2.275  0.675  0.1773
H  -8.162  -3.587  1.868  0.3331
H  -6.136  -1.117  0.315  0.3359
C  -4.812  3.091  5.276  -1.4171
C  -3.335  3.720  5.434  1.7698
C  -2.734  3.018  6.647  -1.4860
C  -2.263  1.558  6.406  -0.8048
C  -1.132  1.568  5.347  -1.1832
C  -1.490  2.361  4.061  2.9783
N  -2.362  3.557  4.277  0.3080
O  -2.804  4.241  3.181  -0.2053
C  -0.150  2.799  3.419  -2.2729
C  -2.265  1.385  3.238  -1.8062
C  -3.475  5.174  5.774  -2.0034
H  -4.760  2.164  4.705  0.2260
H  -5.452  3.666  4.607  0.3698
H  -5.468  2.896  6.125  0.3091
H  -1.824  3.436  7.077  0.3813
H  -3.366  2.891  7.526  0.5506
H  -3.111  0.925  6.144  0.2553
H  -1.958  0.994  7.287  0.5305
H  -1.038  0.517  5.072  0.1398
H  -0.242  2.029  5.774  0.5203
H  -0.276  3.061  2.369  0.2423
H  0.303  3.598  4.006  0.3352
H  0.609  2.016  3.390  0.2097
H  -3.264  1.220  3.642  -0.1942
H  -2.383  1.792  2.233  0.7588
H  -1.767  0.440  3.020  -0.1699
H  -3.825  5.461  6.765  0.3737
H  -3.926  5.767  4.979  0.3263
H  -2.509  5.645  5.956  0.4684
H  -3.389  3.617  2.746  0.2915
C  0.280  -2.672  2.054  -1.6372
C  0.695  -4.175  2.328  2.1277
C  0.463  -4.523  3.899  -1.3935
C  0.410  -5.960  4.202  -0.6478
C  -0.661  -6.533  3.277  -1.1162
C  -0.294  -6.502  1.717  1.6601
N  -0.151  -5.060  1.441  0.5579
O  0.124  -4.864  0.066  0.6785
C  0.931  -7.457  1.503  -1.7598
C  -1.634  -6.989  1.018  -2.0350
C  2.227  -4.251  2.060  -1.5494
H  -0.728  -2.442  2.399  -0.0443
H  0.401  -2.458  0.992  -0.1759
H  0.963  -2.042  2.623  0.2076
H  1.367  -4.160  4.388  0.4091
H  -0.348  -3.890  4.260  0.3920
H  0.031  -6.181  5.199  0.4496
H  1.399  -6.413  4.128  0.3871
H  -1.554  -5.954  3.516  -0.0181
H  -0.916  -7.500  3.710  0.6114
H  1.337  -7.294  0.504  0.2765
H  1.768  -7.275  2.176  0.3172
H  0.584  -8.489  1.550  0.4382
H  -2.494  -6.326  1.115  0.2915
H  -1.611  -7.171  -0.057  0.3039
H  -2.004  -7.878  1.528  0.4873
H  2.717  -5.164  2.396  0.3534
H  2.767  -3.438  2.546  0.4755
H  2.422  -4.205  0.988  -0.0823
H  -0.711  -4.439  -0.143  -0.3472
C  -4.329  -0.157  -5.761  -1.7636
C  -3.384  -1.418  -5.466  1.3879
C  -1.911  -0.739  -5.500  -1.4038
C  -0.905  -1.789  -4.932  -0.7695
C  -1.197  -2.220  -3.502  0.2042
C  -2.678  -2.698  -3.384  3.4400
N  -3.692  -1.860  -4.057  0.1690
O  -5.078  -2.181  -3.844  -0.4445
C  -2.702  -4.244  -3.922  -1.8294
C  -2.894  -2.697  -1.862  -0.5192
C  -3.602  -2.318  -6.748  -1.7731
H  -3.934  0.622  -5.108  0.4011
H  -5.390  -0.255  -5.532  0.3528
H  -4.244  0.199  -6.788  0.3983
H  -1.716  -0.405  -6.519  0.5587
H  -2.021  0.131  -4.853  0.4386
H  0.090  -1.347  -4.898  -0.2591
H  -0.971  -2.599  -5.659  0.3989
H  -0.955  -1.466  -2.753  -0.7502
H  -0.554  -3.063  -3.248  0.1601
H  -2.135  -4.969  -3.338  0.2874
H  -3.681  -4.702  -4.062  0.2873
H  -2.139  -4.393  -4.843  0.3697
H  -3.876  -3.021  -1.520  -0.0090
H  -2.137  -3.241  -1.297  -1.0878
H  -2.788  -1.700  -1.435  0.2489
H  -2.904  -2.031  -7.534  0.3425
H  -4.599  -2.214  -7.177  0.4425
H  -3.260  -3.336  -6.563  0.3710
H  -5.076  -3.072  -4.201  0.3807
C  -2.140  7.720  2.703  -1.7533
C  -1.631  7.490  1.316  1.9996
C  -1.110  8.897  0.826  -1.4192
C  0.328  9.336  1.286  -0.8833
C  1.340  8.175  1.047  -1.0387
C  0.885  6.786  1.610  1.8979
N  -0.505  6.487  1.187  0.0359
O  -0.975  5.228  1.505  0.2939
C  1.779  5.696  0.795  -1.6802
C  1.174  6.781  3.116  -1.3733
C  -2.778  7.126  0.367  -2.0633
H  -2.244  6.818  3.305  0.0716
H  -3.136  8.159  2.652  0.5442
H  -1.505  8.362  3.315  0.3534
H  -1.105  8.981  -0.261  0.4736
H  -1.810  9.668  1.147  0.4537
H  0.535  9.504  2.343  0.3549
H  0.673  10.203  0.722  0.4486
H  2.302  8.536  1.410  0.4779
H  1.493  8.129  -0.032  0.1830
H  2.846  5.894  0.896  0.5101
H  1.499  4.679  1.068  -0.1154
H  1.535  5.740  -0.266  0.3227
H  1.086  5.722  3.358  -0.0286
H  2.237  6.896  3.329  0.4619
H  0.597  7.526  3.664  0.2698
H  -2.494  6.764  -0.621  0.3969
H  -3.382  8.001  0.124  0.4550
H  -3.385  6.302  0.743  0.2382
H  -1.197  5.196  2.438  0.0237
C  5.848  -0.369  -0.273  -1.7760
C  5.321  -0.184  1.133  2.0792
C  6.455  -0.543  2.070  -1.6298
C  6.304  -0.179  3.600  -0.8359
C  6.012  1.307  3.741  -1.2994
C  4.830  1.827  2.762  2.1029
N  4.964  1.229  1.387  -0.0445
O  4.135  1.930  0.526  -0.1929
C  3.442  1.563  3.507  -1.5765
C  4.967  3.387  2.878  -2.1223
C  4.088  -1.076  1.210  -0.6293
H  6.118  -1.414  -0.423  0.4429
H  6.750  0.207  -0.483  0.5591
H  5.212  -0.104  -1.118  -0.1156
H  6.671  -1.610  2.028  0.4176
H  7.372  -0.023  1.790  0.4254
H  7.187  -0.486  4.162  0.4637
H  5.524  -0.824  4.006  0.3226
H  6.999  1.767  3.773  0.4239
H  5.693  1.247  4.781  0.3092
H  3.316  2.139  4.424  0.6402
H  2.602  1.771  2.845  -0.0009
H  3.383  0.531  3.852  0.3769
H  4.163  3.916  2.366  0.2060
H  5.062  3.794  3.884  0.4172
H  5.811  3.795  2.321  0.5273
H  3.603  -0.964  2.180  0.1826
H  4.315  -2.126  1.024  0.5669
H  3.322  -0.850  0.468  -0.4069
H  3.219  1.890  0.808  0.1502
C  0.783  1.488  -3.644  -0.2049
C  1.853  2.443  -4.198  1.9092
C  1.523  2.515  -5.729  -0.8923
C  2.047  3.737  -6.374  -1.0594
C  1.961  5.004  -5.544  -1.3562
C  2.434  4.949  -4.112  2.1006
N  1.700  3.744  -3.499  -0.2367
O  2.061  3.677  -2.148  0.5164
C  4.009  4.905  -4.179  -1.7625
C  1.978  6.259  -3.431  -2.1227
C  3.290  1.751  -3.978  -1.7727
H  0.976  1.274  -2.593  -1.1126
H  0.821  0.567  -4.225  -0.4209
H  -0.207  1.944  -3.676  0.8088
H  2.075  1.712  -6.217  0.1747
H  0.461  2.529  -5.974  0.4138
H  1.504  3.835  -7.313  0.4457
H  3.098  3.598  -6.628  0.2812
H  0.920  5.319  -5.611  0.4088
H  2.557  5.777  -6.028  0.3985
H  4.585  4.247  -4.829  0.3497
H  4.403  5.917  -4.280  0.5083
H  4.454  4.685  -3.209  0.2923
H  2.167  6.197  -2.359  0.4012
H  2.586  7.082  -3.807  0.4058
H  0.897  6.361  -3.520  0.4678
H  3.613  1.322  -3.029  0.2698
H  4.077  2.413  -4.339  0.2923
H  3.256  0.936  -4.701  0.1799
H  2.977  3.392  -2.188  0.1056
C  2.333  -2.000  -2.204  -0.1130
C  3.258  -2.819  -3.137  2.2882
C  4.712  -2.493  -2.911  -0.9168
C  5.737  -3.386  -3.628  -1.0723
C  5.425  -4.871  -3.359  -1.3584
C  3.960  -5.256  -3.622  1.6413
N  3.110  -4.295  -2.860  0.7034
O  1.718  -4.693  -2.735  -0.2858
C  3.726  -5.385  -5.116  -1.7911
C  3.652  -6.587  -2.975  -2.1775
C  2.957  -2.376  -4.579  -1.0490
H  2.501  -2.221  -1.150  -0.7082
H  1.280  -2.194  -2.409  -0.0265
H  2.508  -0.934  -2.346  -0.1216
H  4.887  -1.430  -3.078  0.5192
H  4.949  -2.678  -1.864  0.0024
H  6.768  -3.105  -3.413  0.4281
H  5.557  -3.208  -4.688  0.3656
H  5.563  -4.959  -2.282  0.4251
H  6.087  -5.636  -3.765  0.4039
H  4.235  -4.596  -5.669  0.3746
H  4.009  -6.410  -5.355  0.5168
H  2.673  -5.326  -5.392  0.2643
H  4.293  -7.406  -3.301  0.5389
H  3.683  -6.596  -1.886  0.3339
H  2.652  -6.893  -3.283  0.3900
H  1.995  -2.744  -4.933  0.1011
H  3.647  -2.818  -5.297  0.2976
H  2.869  -1.309  -4.784  -0.1122
H  1.683  -4.927  -1.805  0.1823

Forces on the atoms, in the same order (eV/Å):
1.561 -1.210 1.528
-0.205 2.027 -1.039
-0.742 2.587 -1.969
0.262 -1.462 0.922
0.355 -1.130 -0.061
-0.359 -0.074 0.681
0.551 -0.785 -0.868
-0.707 -0.550 1.293
0.030 -0.553 -0.043
0.026 0.728 -1.088
-0.205 0.106 1.796
0.128 -0.592 -1.293
-1.254 0.218 0.245
-0.377 -2.107 1.400
1.089 -1.492 2.425
-0.519 -0.366 -0.243
0.645 -0.190 -1.354
0.085 0.275 -0.563
0.176 0.332 -0.412
0.258 0.382 -0.312
0.435 0.326 0.298
-0.337 -0.177 0.464
-0.423 -0.072 -0.705
0.388 0.566 -0.878
0.217 -0.021 0.234
-0.028 0.588 0.008
-0.033 0.024 -0.356
0.761 0.779 0.073
0.281 -0.157 0.033
-0.372 -0.040 0.114
-0.222 0.030 -0.223
0.361 0.049 0.065
-0.282 0.387 0.179
-0.127 0.134 -0.420
-0.085 -0.306 0.151
-0.278 0.140 0.369
0.019 0.275 0.041
-0.382 0.649 -0.084
0.504 -0.025 -1.852
-0.308 -1.579 0.661
1.257 -2.276 1.340
-0.130 0.357 -1.020
-1.606 0.625 0.867
0.261 -0.581 0.226
0.094 0.401 4.091
-0.307 -0.209 -0.630
-0.526 -0.190 -0.287
-0.326 -0.076 -1.947
1.026 1.767 0.083
0.239 -0.350 0.307
0.195 0.643 -0.074
0.723 0.210 0.598
0.073 0.980 -0.440
-0.797 0.791 -0.236
-0.225 0.097 -0.856
0.494 0.677 0.524
0.912 0.223 -0.229
0.170 -0.389 0.225
0.098 0.250 -0.118
-0.201 0.298 0.002
-0.399 -0.454 0.127
0.037 -0.254 0.201
-0.217 0.049 -0.308
0.119 0.026 0.326
-1.320 -0.765 -0.006
-0.320 -0.099 0.153
0.749 -0.306 -0.788
-0.327 -0.033 -0.868
0.535 -1.443 0.483
0.155 0.394 0.667
1.437 2.105 -1.553
-1.279 -0.869 -0.399
0.589 -0.521 -0.081
-1.519 0.007 2.091
0.500 -0.361 1.531
-0.011 0.080 0.244
-0.745 0.869 -0.912
0.431 -0.179 0.106
-0.260 -0.469 -0.409
-0.090 -0.175 -0.232
-0.135 0.238 0.078
0.028 0.156 -0.125
0.043 0.627 -0.009
-0.373 -0.454 0.053
0.282 0.292 0.357
-0.059 -0.184 -0.227
-0.175 0.323 -0.594
0.074 -0.699 -0.881
-0.076 -0.041 -0.200
-0.322 -0.036 0.243
0.110 -0.035 0.193
0.434 0.752 0.390
0.589 -0.195 -0.024
0.352 -0.431 -0.137
-0.254 -0.316 0.201
-0.244 0.162 -0.060
-0.021 0.242 -0.105
0.053 0.332 -0.892
0.878 -0.242 0.968
-0.927 2.533 -0.977
-1.558 -1.774 1.726
-0.031 1.608 -0.457
-1.222 -0.018 -1.233
0.038 -2.381 1.158
1.639 1.315 -1.283
1.816 -0.460 -0.354
0.514 0.620 -0.039
-0.914 0.443 0.536
1.032 -0.433 1.052
-0.315 0.224 -0.004
0.073 -0.516 0.048
0.215 -0.196 -0.158
0.155 -0.202 -0.004
0.464 -0.033 0.138
0.196 -0.171 -0.525
0.502 -0.451 0.185
-0.380 0.586 -0.224
-0.126 -0.305 -0.064
-0.124 0.360 1.001
-0.317 0.251 0.027
-0.288 0.610 -0.587
-0.002 -0.301 -0.261
0.182 -0.535 -0.422
-0.036 0.525 -0.445
0.024 0.571 0.007
-0.101 -0.453 0.317
-0.686 -0.391 0.049
-0.741 -0.571 -0.055
-0.496 -0.393 1.396
2.001 0.933 -1.441
1.153 0.363 0.509
0.309 -1.982 0.013
-1.200 0.514 -1.188
1.561 0.053 -1.771
-0.709 2.104 -0.469
0.465 -0.193 -0.348
-1.196 0.844 0.907
0.434 -1.277 -0.753
-0.102 -0.715 -0.391
-0.108 -0.350 -0.214
-0.056 0.181 0.081
0.126 0.266 -0.221
0.051 -0.435 -0.168
-0.308 -0.070 0.168
-1.094 0.616 0.321
-0.174 0.150 0.059
0.148 -0.566 0.483
-0.141 -0.481 -0.241
0.077 -0.053 0.312
0.207 -0.157 0.236
-0.165 0.257 0.078
-0.937 0.056 0.936
0.171 0.618 -0.291
-0.140 -0.464 0.239
0.799 -0.015 0.126
-0.279 0.130 0.541
-0.187 0.211 0.319
-0.139 -0.054 0.452
0.922 0.325 -1.146
-1.443 0.798 -0.537
0.778 -0.129 2.094
-0.664 -0.974 -2.290
-0.971 -1.756 0.292
0.919 0.071 2.446
1.191 1.969 2.314
0.830 -0.257 -1.095
0.869 -0.783 -0.612
0.182 0.204 -2.029
-0.419 -0.451 0.631
-0.014 -0.139 0.127
0.257 0.171 0.388
-0.671 0.046 0.492
-0.094 -0.163 -0.356
-0.010 0.096 -0.532
0.323 0.175 -0.172
-0.460 0.211 0.100
-0.307 0.845 -0.750
-0.526 1.288 0.201
0.274 0.435 -0.181
-0.015 -0.016 -0.102
-0.109 -0.276 -0.259
-0.531 -0.245 0.246
-0.207 -0.619 0.212
0.550 -0.418 -0.038
-0.045 -0.221 0.119
0.256 -0.190 0.234
0.119 0.568 -0.087
-1.482 -0.338 -0.097
0.557 0.336 0.714
-0.122 -1.175 0.855
0.838 0.499 1.081
1.394 0.950 -0.522
-0.787 0.397 -1.073
-0.171 -1.476 -0.633
0.741 1.929 -1.289
-0.243 -0.221 -0.456
0.282 0.382 1.677
0.488 -1.189 0.748
-0.709 0.564 -1.519
-0.190 -0.045 0.188
-0.133 -0.142 -0.037
0.006 -0.104 -0.066
-0.692 -0.559 0.081
-0.154 -0.721 0.688
0.173 0.468 -0.234
0.256 -0.104 -0.181
-0.172 0.257 0.425
-0.065 0.229 -0.245
-0.755 0.029 -0.548
-0.223 0.237 -0.617
-0.303 -0.364 0.502
0.116 -0.062 0.057
-0.430 0.200 -0.266
0.118 0.267 -0.318
-0.676 0.323 0.344
0.095 -0.063 0.095
0.215 -0.296 0.106
0.525 -0.348 0.651
0.377 -0.456 -0.087
-0.875 -0.017 -0.534
1.318 -0.576 1.555
-1.186 -0.271 -1.551
-0.176 0.668 1.485
-0.519 0.459 0.876
0.155 1.165 0.293
1.202 0.241 -1.011
-0.655 -0.085 -0.177
-0.337 -1.111 -0.057
-0.956 -0.923 -1.038
0.111 -0.121 0.024
0.159 0.019 -0.077
0.029 0.037 -0.036
0.026 -0.013 -0.246
-0.326 0.282 0.433
-0.071 -0.072 0.180
0.527 0.038 -0.366
-0.060 -0.280 0.340
0.125 0.303 -0.586
0.232 -0.544 -0.210
0.496 0.196 -0.598
-0.177 0.135 0.259
0.407 0.150 -0.224
0.033 0.387 0.024
-0.133 0.030 0.158
-0.313 -0.252 0.306
0.220 0.366 0.075
0.454 0.158 0.591
-0.293 0.059 0.297

Results
Strongest force on any atom: 4.1 eV/A
Electronic energy: -4102.86300 hartree
E_HOMO: 0.66 eV
Net charge: -2
Energy above the lowest of the compared OMol25 structures with the same formula, charge and spin: 0.00 kcal/mol